The following is a quantum chemistry calculation of C12H14N2O in the gas phase at a distorted geometry, from the Open Molecules 2025 dataset.

* Kohn-Sham gap: 0.3365 Ha
* HOMO energy: -8.4 eV
* E_LUMO: 0.0271 Eh
* SMILES string: c1ccc2c(c1)CC[C@@H]2/N=C1/NCCO1

Geometry (Å):
C (-2.815, -2.125, 2.694)
C (-1.507, -1.941, 3.162)
C (-0.588, -1.163, 2.444)
C (-0.964, -0.497, 1.237)
C (-2.278, -0.652, 0.839)
C (-3.212, -1.439, 1.527)
C (-2.499, -0.001, -0.475)
C (-1.063, 0.259, -0.995)
C (-0.182, 0.326, 0.231)
N (1.196, -0.187, -0.032)
C (1.909, 0.627, -0.712)
N (3.155, 0.201, -1.035)
C (3.692, 1.093, -2.045)
C (2.707, 2.256, -2.036)
O (1.612, 1.854, -1.221)
H (-3.511, -2.772, 3.224)
H (-1.056, -2.446, 4.018)
H (0.428, -1.087, 2.776)
H (-4.225, -1.617, 1.123)
H (-3.142, -0.574, -1.172)
H (-2.944, 0.986, -0.302)
H (-0.738, -0.565, -1.620)
H (-0.959, 1.153, -1.589)
H (-0.170, 1.365, 0.629)
H (3.243, -0.806, -1.074)
H (3.700, 0.588, -3.026)
H (4.652, 1.496, -1.860)
H (2.382, 2.513, -3.061)
H (3.177, 3.154, -1.649)